[1]
# C41H60BaClN2O2

A molecular structure, C41H60BaClN2O2 in a non-equilibrium geometry (ωB97M-V/def2-TZVPD, the OMol25 dataset).

Calculated values
net charge = -1
frontier orbital gap = 5.30 eV
energy relative to the best compared isomer or geometry (same formula, charge and spin) = 0.0 kJ/mol
highest occupied orbital energy = -0.1142 Eh
DFT total energy = -2344.1009 Ha

Positions of all 107 atoms, in Å:
Ba 0.180 -1.102 -2.011
C 4.123 -0.972 -1.900
N 3.260 -1.804 -1.072
C 3.685 -3.193 -1.153
C 3.271 -1.327 0.305
C 2.034 -1.732 1.104
N 0.776 -1.125 0.665
C -0.332 -1.920 1.255
C -1.701 -1.283 1.227
C -2.292 -0.911 2.422
C -3.565 -0.359 2.480
C -4.240 -0.227 1.271
C -3.699 -0.586 0.042
C -2.371 -1.099 -0.009
O -1.744 -1.384 -1.120
C -4.524 -0.442 -1.241
C -4.668 -1.821 -1.906
C -3.851 0.542 -2.213
C -5.933 0.093 -0.970
C -4.144 0.091 3.820
C -4.195 -1.094 4.795
C -5.562 0.649 3.680
C -3.253 1.198 4.405
C 0.625 0.284 1.091
C 1.648 1.285 0.623
C 2.432 1.941 1.563
C 3.327 2.935 1.201
C 3.330 3.312 -0.143
C 2.549 2.710 -1.117
C 1.729 1.597 -0.757
O 1.072 0.870 -1.621
C 2.509 3.270 -2.543
C 3.396 4.508 -2.708
C 2.986 2.237 -3.576
C 1.059 3.687 -2.848
C 4.270 3.622 2.186
C 4.170 3.019 3.589
C 3.939 5.118 2.283
C 5.721 3.451 1.706
H 5.173 -1.004 -1.564
H 3.777 0.062 -1.866
H 4.080 -1.320 -2.934
H 4.720 -3.321 -0.791
H 3.636 -3.533 -2.188
H 3.029 -3.832 -0.563
H 3.332 -0.246 0.282
H 4.165 -1.695 0.841
H 2.222 -1.499 2.168
H 1.915 -2.816 1.031
H -0.093 -2.142 2.307
H -0.372 -2.869 0.713
H -1.720 -1.059 3.334
H -5.241 0.180 1.284
H -3.693 -2.247 -2.127
H -5.232 -1.745 -2.840
H -5.198 -2.505 -1.238
H -2.869 0.181 -2.503
H -3.738 1.522 -1.741
H -4.460 0.659 -3.114
H -6.498 -0.575 -0.316
H -6.469 0.170 -1.919
H -5.905 1.089 -0.521
H -4.832 -1.885 4.395
H -4.595 -0.783 5.765
H -3.202 -1.514 4.959
H -6.249 -0.109 3.296
H -5.584 1.510 3.010
H -5.928 0.972 4.657
H -2.240 0.832 4.583
H -3.655 1.567 5.353
H -3.187 2.034 3.705
H 0.571 0.325 2.191
H -0.344 0.606 0.703
H 2.323 1.649 2.602
H 3.980 4.129 -0.431
H 4.445 4.277 -2.507
H 3.081 5.319 -2.048
H 3.323 4.863 -3.738
H 4.031 1.971 -3.396
H 2.908 2.652 -4.586
H 2.383 1.334 -3.523
H 0.744 4.472 -2.157
H 0.389 2.837 -2.731
H 0.970 4.065 -3.871
H 3.172 3.159 4.010
H 4.887 3.508 4.251
H 4.395 1.950 3.571
H 2.913 5.256 2.630
H 4.037 5.609 1.314
H 4.613 5.615 2.987
H 5.964 2.389 1.627
H 6.418 3.918 2.408
H 5.872 3.903 0.726
Cl 0.427 -5.365 -4.759
C -0.950 -5.330 -3.676
C -2.104 -5.954 -4.114
C -3.236 -5.959 -3.312
C -3.178 -5.320 -2.076
C -2.025 -4.695 -1.653
C -0.839 -4.661 -2.432
C 0.339 -3.978 -1.994
H -2.108 -6.446 -5.079
H -4.143 -6.445 -3.650
H -4.056 -5.307 -1.438
H -2.021 -4.174 -0.701
H 1.249 -4.294 -2.501
H 0.467 -3.991 -0.908

Atomic forces in eV per Å
Ba 2.0323 -2.5349 -3.1999
C -0.1097 -0.0260 0.0499
N 0.0163 0.0166 -0.0542
C -0.0765 -0.0139 -0.0292
C -0.2162 -0.0410 0.0503
C 0.2070 0.0023 -0.1250
N 0.0049 0.2307 0.4619
C -0.1736 -0.0255 -0.0557
C 0.0591 -0.0802 -0.1000
C -0.0375 -0.0072 -0.0196
C 0.0351 -0.0005 0.0196
C -0.0405 0.0419 0.1181
C 0.1131 -0.0517 -0.2500
C -0.4716 0.1305 0.6389
O -3.1953 -0.3362 1.5837
C -0.0458 -0.0258 -0.1078
C 0.0863 0.0757 0.0123
C 0.0106 -0.0524 0.0868
C 0.0738 -0.0066 -0.0048
C -0.0323 0.0173 0.0635
C 0.0099 0.0280 -0.0306
C 0.0520 -0.0243 -0.0299
C -0.0230 -0.0389 -0.0207
C 0.0636 -0.0439 -0.0749
C -0.1110 -0.0601 -0.1343
C 0.0262 0.0169 -0.0006
C 0.0202 0.0164 -0.0198
C 0.0686 0.0143 0.1492
C -0.0831 -0.1505 -0.1916
C 0.4414 0.4536 0.4863
O 1.1057 2.9618 0.6769
C -0.0347 -0.0128 -0.0932
C -0.0388 -0.0376 0.0173
C -0.0420 -0.0026 0.0851
C 0.0470 -0.0839 -0.0113
C 0.0619 0.0232 0.0530
C -0.0267 0.0234 -0.0853
C 0.0218 -0.0489 -0.0104
C -0.0790 -0.0025 0.0324
H 0.0090 -0.0019 -0.0295
H 0.0147 -0.0136 0.0032
H 0.0314 0.0100 -0.0016
H -0.0071 0.0255 0.0021
H -0.0372 -0.0285 0.0220
H -0.0216 -0.0023 -0.0464
H 0.1154 0.1159 0.0215
H -0.0076 -0.0035 -0.0041
H -0.0498 -0.0207 -0.0070
H -0.0563 -0.0020 0.0516
H 0.0173 0.0152 -0.0123
H 0.0820 -0.0065 0.0263
H -0.0052 0.0103 0.0198
H 0.0753 -0.0365 0.0088
H 0.0162 -0.0703 0.0005
H -0.0292 0.0336 0.0206
H -0.0007 -0.0125 -0.0237
H 0.0443 0.0137 -0.0124
H 0.0084 0.0029 -0.0278
H -0.0082 -0.0007 0.0059
H -0.0190 0.0295 0.0034
H -0.0172 -0.0112 -0.0057
H -0.0502 -0.0143 -0.0042
H 0.0074 -0.0110 0.0135
H 0.0015 0.0173 -0.0081
H -0.0002 -0.0144 0.0082
H -0.0136 0.0298 -0.0162
H -0.0331 -0.0030 0.0053
H 0.0014 -0.0061 0.0113
H 0.0091 0.0139 0.0012
H -0.0047 -0.0231 0.0001
H 0.0075 0.0148 0.0205
H -0.0325 0.0256 -0.0208
H -0.0366 0.0094 0.1196
H 0.0165 -0.0378 -0.0320
H -0.0368 -0.0254 -0.0123
H -0.0030 0.0426 -0.0203
H 0.0355 0.0070 -0.0037
H -0.0085 0.0137 -0.0060
H -0.0057 0.0027 -0.0095
H 0.0100 0.0126 0.0122
H -0.0075 -0.0499 -0.0016
H -0.0094 0.0140 -0.0235
H -0.0134 0.0129 -0.0071
H 0.0352 0.0228 0.0070
H 0.0100 -0.0325 0.0186
H 0.0022 0.0030 0.0072
H -0.0168 0.0042 0.0449
H 0.0002 0.0189 -0.0089
H -0.0097 0.0062 0.0022
H -0.0009 0.0071 -0.0099
H 0.0328 0.0095 -0.0061
H -0.0095 0.0033 -0.0016
H 0.0110 -0.0006 -0.0159
Cl 0.1743 0.0254 -0.0798
C -0.3306 0.0638 -0.0252
C 0.0264 0.0494 0.1480
C -0.1454 -0.1112 -0.1425
C 0.0835 0.0475 0.0660
C -0.2536 -0.0515 -0.0049
C 0.5183 0.1360 0.0632
C 0.0923 -0.8483 -0.0869
H 0.0203 0.0182 -0.0140
H 0.0181 0.0039 0.0091
H 0.0131 0.0247 0.0175
H 0.0366 -0.0120 0.0049
H 0.0459 0.0413 0.0245
H -0.0618 0.1484 0.0047


[2]
# C41H61N5O6RbSe

A molecular structure, C41H61N5O6RbSe in a non-equilibrium geometry (ωB97M-V/def2-TZVPD, the OMol25 dataset).

Calculated values
net charge = -1
frontier orbital gap = 5.16 eV
energy relative to the best compared isomer or geometry (same formula, charge and spin) = 156.2 kJ/mol
highest occupied orbital energy = -0.1293 Eh
DFT total energy = -4749.6081 Ha

Positions of all 115 atoms, in Å:
Rb 1.581 -1.621 -1.482
C -2.726 0.668 5.699
C -3.766 0.698 4.578
C -4.213 2.154 4.381
C -4.970 -0.137 5.033
C -3.207 0.154 3.264
C -1.865 -0.147 3.074
C -1.386 -0.593 1.853
Se 0.489 -0.893 1.582
C 1.178 0.908 1.643
C 1.185 1.651 2.799
C 1.719 2.941 2.831
C 2.249 3.419 1.640
C 2.263 2.708 0.439
C 1.756 1.377 0.416
O 1.778 0.594 -0.600
C 2.908 3.373 -0.786
C 4.434 3.236 -0.671
C 2.556 4.870 -0.855
C 2.469 2.773 -2.127
C 1.666 3.754 4.122
C 0.201 4.031 4.490
C 2.385 5.097 3.991
C 2.326 2.974 5.267
C -2.236 -0.839 0.745
O -1.799 -1.344 -0.355
C -3.620 -0.492 0.929
C -4.046 -0.014 2.159
C -4.585 -0.629 -0.253
C -4.099 0.253 -1.413
C -4.653 -2.091 -0.719
C -6.010 -0.193 0.092
H -3.173 1.035 6.626
H -2.360 -0.345 5.873
H -1.870 1.303 5.469
H -4.601 2.573 5.314
H -3.373 2.765 4.048
H -4.996 2.222 3.623
H -5.363 0.243 5.981
H -5.778 -0.110 4.301
H -4.679 -1.180 5.172
H -1.159 -0.041 3.885
H 0.766 1.214 3.699
H 2.678 4.411 1.642
H 4.802 3.730 0.231
H 4.709 2.182 -0.607
H 4.936 3.679 -1.538
H 2.969 5.444 -0.026
H 2.955 5.300 -1.778
H 1.473 5.005 -0.853
H 2.735 1.724 -2.208
H 1.386 2.839 -2.248
H 2.944 3.339 -2.935
H -0.281 4.623 3.710
H -0.358 3.100 4.588
H 0.130 4.577 5.436
H 1.919 5.729 3.233
H 2.341 5.630 4.945
H 3.435 4.963 3.726
H 1.802 2.039 5.466
H 3.359 2.730 5.016
H 2.321 3.564 6.188
H -5.091 0.239 2.278
H -3.068 0.013 -1.661
H -4.727 0.101 -2.297
H -4.151 1.307 -1.131
H -3.660 -2.430 -1.007
H -5.034 -2.726 0.085
H -5.324 -2.187 -1.578
H -6.050 0.852 0.404
H -6.641 -0.301 -0.795
H -6.442 -0.806 0.887
N -1.545 -4.014 -0.531
N -0.800 -5.053 0.100
C 0.522 -5.080 0.201
N 1.109 -6.198 0.719
N 1.152 -3.960 -0.126
N 2.502 -3.972 -0.136
O 3.148 -5.004 -0.318
O 3.039 -2.890 -0.007
H -1.124 -3.080 -0.369
H -2.418 -3.935 -0.007
H -1.317 -5.886 0.326
H 0.570 -7.048 0.714
H 2.090 -6.283 0.475
C -1.799 -3.557 -4.745
C -2.554 -2.557 -3.863
C -1.465 -1.562 -3.423
O -0.210 -2.084 -3.918
C -0.397 -3.466 -4.166
H -1.783 -3.229 -5.787
H -2.214 -4.565 -4.701
H -2.961 -3.061 -2.988
H -3.375 -2.068 -4.387
H -1.441 -1.472 -2.337
H -1.590 -0.568 -3.853
H -0.332 -4.036 -3.228
H 0.396 -3.800 -4.835
C 3.343 -3.459 -5.735
C 3.458 -2.629 -4.479
O 2.969 -3.018 -3.437
C 4.172 -1.314 -4.534
C 4.405 -0.657 -5.738
C 5.008 0.592 -5.743
C 5.389 1.181 -4.546
C 5.174 0.523 -3.342
C 4.567 -0.721 -3.337
H 3.018 -4.459 -5.461
H 4.291 -3.503 -6.272
H 2.599 -3.013 -6.399
H 4.095 -1.105 -6.673
H 5.170 1.108 -6.680
H 5.846 2.162 -4.548
H 5.457 0.988 -2.409
H 4.395 -1.244 -2.406

Atomic forces in eV per Å
Rb -1.6453 0.7260 -1.8100
C -0.0262 -0.0005 -0.0058
C 0.0268 -0.0129 -0.0072
C -0.0008 -0.0057 -0.0222
C 0.0035 -0.0051 0.0140
C 0.0594 0.0134 -0.0081
C -0.0757 0.0038 0.0591
C 0.1101 0.0001 -0.1004
Se 0.0597 0.0152 0.6775
C 0.0221 -0.0766 -0.1419
C -0.0289 0.0010 0.0560
C -0.0186 -0.0581 0.0173
C -0.0656 -0.0071 -0.0612
C 0.0252 0.1701 0.0635
C -0.2357 -0.1924 0.0180
O 0.4871 1.2509 0.3250
C 0.0324 0.0554 0.0012
C -0.0187 -0.0569 0.0020
C 0.0140 -0.0466 0.0096
C 0.0265 -0.0024 -0.0731
C -0.0064 -0.0067 -0.0052
C -0.0011 0.0019 -0.0124
C 0.0013 -0.0084 0.0148
C 0.0220 0.0074 -0.0112
C -0.0946 0.0107 0.0220
O 0.0853 -0.1447 -0.1375
C -0.0851 0.0481 0.0426
C 0.0259 -0.0554 -0.0720
C -0.0022 -0.0002 0.0443
C 0.0235 0.0034 -0.0043
C 0.0533 -0.0021 0.0292
C 0.0151 -0.0050 -0.0114
H -0.0057 0.0006 0.0075
H 0.0077 -0.0187 0.0045
H 0.0317 0.0242 -0.0156
H -0.0190 0.0072 0.0235
H 0.0139 0.0153 0.0016
H -0.0039 0.0023 -0.0123
H -0.0134 0.0095 0.0151
H -0.0071 -0.0028 -0.0113
H 0.0036 -0.0173 0.0064
H 0.0458 0.0257 0.0187
H -0.0227 -0.0154 -0.0017
H 0.0221 0.0488 -0.0134
H -0.0015 0.0114 0.0169
H -0.0006 -0.0165 0.0149
H 0.0178 0.0141 -0.0287
H 0.0257 0.0189 0.0336
H 0.0087 0.0015 -0.0170
H -0.0160 0.0063 -0.0082
H 0.0005 0.0721 -0.0052
H -0.0209 -0.0157 0.0105
H -0.0090 0.0418 -0.0370
H -0.0079 0.0049 -0.0093
H -0.0124 -0.0250 0.0066
H 0.0013 0.0177 0.0281
H -0.0055 0.0065 -0.0174
H -0.0018 0.0140 0.0102
H 0.0169 -0.0024 -0.0004
H -0.0038 -0.0196 -0.0070
H 0.0160 0.0029 0.0028
H -0.0106 0.0092 0.0264
H -0.0499 0.0218 -0.0130
H 0.0062 0.0036 -0.0075
H -0.0263 0.0068 -0.0162
H -0.0034 0.0183 0.0032
H -0.0651 0.0296 0.0098
H -0.0152 -0.0147 0.0211
H -0.0244 -0.0106 -0.0186
H 0.0020 0.0204 0.0096
H -0.0099 -0.0012 -0.0062
H -0.0104 -0.0137 0.0205
N -0.0891 -0.1694 0.0351
N -0.1197 0.0110 0.1556
C -0.0200 -0.1494 -0.0097
N -0.1049 -0.0557 -0.0522
N -0.0434 -0.1104 0.0785
N 0.2520 -0.3099 0.4611
O 0.2925 -0.3551 -0.1000
O 0.9228 -0.6499 0.7991
H 0.0322 -0.0821 0.0788
H 0.1735 -0.0253 -0.0339
H 0.0154 0.1076 -0.1014
H -0.0263 0.0477 0.0302
H -0.1830 0.0157 0.0232
C -0.0020 0.0035 -0.0080
C 0.0205 -0.0048 0.0143
C -0.0143 0.0008 -0.0801
O 0.0593 0.0464 -0.0121
C 0.0047 -0.0391 0.0730
H -0.0079 -0.0115 -0.0121
H -0.0068 -0.0064 0.0014
H -0.0082 0.0013 -0.0372
H -0.0140 -0.0006 -0.0042
H 0.0434 0.0470 -0.0117
H 0.0102 -0.0183 -0.0516
H 0.0006 -0.0101 -0.0132
H 0.0144 -0.0014 -0.0184
C -0.0060 0.0430 0.0096
C -0.0347 0.0260 0.2018
O 0.2993 -0.1670 -0.3700
C -0.1056 -0.1408 0.0300
C 0.0101 0.0404 -0.0358
C -0.0093 -0.0359 0.0025
C -0.0032 0.0043 0.0011
C 0.0009 -0.0225 -0.0345
C 0.0029 0.0330 0.0187
H -0.0156 0.0061 -0.0071
H -0.0034 0.0065 -0.0002
H 0.0016 0.0083 0.0010
H 0.0049 -0.0057 -0.0012
H -0.0020 0.0082 -0.0025
H 0.0054 0.0067 0.0038
H 0.0083 0.0051 0.0096
H 0.0028 0.0007 0.0110